1.
17
Properties=species:S:1:pos:R:3:nbo_charge:R:1 method="wB97M-V/def2-TZVPD" e_homo_ev="-7.64 / -7.64" spin_multiplicity=1 fmax_ha_per_bohr=0.0102 orbital_gap_ev="7.4 / 7.4" lumo_ev="-0.3 / -0.3" de_lowest_kj_mol=414.86 total_charge=0
C 1.04372 -0.66781 -1.08492 -0.42
C 0.59752 0.78700 -0.98064 -0.09
O -0.84814 0.79552 -0.98757 -0.43
C -1.50404 0.73956 0.13263 0.38
C -1.08897 0.90544 1.45773 -0.55
C 0.16821 0.57498 1.97440 -0.29
C 0.36273 -1.59903 -0.07298 -0.60
H 2.13286 -0.67797 -0.96318 0.22
H 0.82652 -1.01040 -2.10224 0.20
H 0.94929 1.25363 -0.05856 0.23
H 0.88196 1.36869 -1.86239 0.19
H -2.56293 0.58117 -0.08569 0.19
H -0.58593 -1.18311 0.26159 0.20
H -1.93671 1.26206 2.04920 0.20
H 0.19548 0.83259 3.04952 0.12
H 0.11292 -2.56442 -0.51468 0.20
H 0.95762 -1.73040 0.83036 0.24


2.
17
Properties=species:S:1:pos:R:3:nbo_charge:R:1 method="wB97M-V/def2-TZVPD" e_homo_ev=-8.24 spin_multiplicity=1 fmax_ha_per_bohr=0.0463 orbital_gap_ev=8.9 lumo_ev=0.6 de_lowest_kj_mol=468.50 total_charge=0
C -1.42741 -0.16274 -0.11145 -0.49
C -0.62337 -1.44895 -0.46332 0.09
O 0.61242 -1.22403 -0.92496 -0.53
C 1.44662 -0.69666 0.09970 -0.13
C 1.45829 0.78996 0.26214 -0.23
C 0.45776 1.63676 0.02128 -0.18
C -0.91610 1.26979 -0.50415 -0.44
H -1.38675 -0.16974 0.97438 0.23
H -2.47489 -0.22120 -0.45657 0.23
H -0.22455 -2.26552 1.02453 -0.09
H -0.79080 -2.53999 -0.16320 0.26
H 1.05302 -1.15378 1.02516 0.21
H 2.42043 -1.14154 -0.09322 0.20
H 2.38960 1.15428 0.69052 0.21
H 0.64242 2.68760 0.26345 0.21
H -0.99900 1.50108 -1.57894 0.22
H -1.63769 1.98465 -0.06535 0.22


3.
17
Properties=species:S:1:pos:R:3:nbo_charge:R:1 method="wB97M-V/def2-TZVPD" e_homo_ev=-10.07 spin_multiplicity=1 smiles=C[C@H]1C[C@]2(CO2)C1 fmax_ha_per_bohr=0.0164 orbital_gap_ev=11.1 lumo_ev=1.0 de_lowest_kj_mol=185.26 total_charge=0
C -2.21070 -0.17260 0.23224 -0.60
C -0.84993 0.01675 -0.39076 -0.20
C 0.04465 0.97915 0.44585 -0.42
C 1.11597 -0.09982 0.32389 0.20
C 2.35651 0.30764 -0.28146 -0.10
O 2.34675 -0.40096 0.97052 -0.47
C 0.16973 -1.14886 -0.24138 -0.43
H -2.09186 -0.45275 1.28640 0.20
H -2.75505 0.77760 0.19904 0.21
H -2.79237 -0.94380 -0.27840 0.21
H -0.92070 0.31414 -1.44200 0.20
H 0.37164 1.85002 -0.13853 0.20
H -0.35543 1.32252 1.40659 0.22
H 2.62824 -0.14491 -1.23526 0.18
H 2.58850 1.36686 -0.13069 0.17
H -0.19575 -1.94486 0.42727 0.22
H 0.54980 -1.62611 -1.15330 0.21


4.
17
Properties=species:S:1:pos:R:3:nbo_charge:R:1 method="wB97M-V/def2-TZVPD" e_homo_ev=-9.72 spin_multiplicity=1 smiles="C[C@H]1C[C@H]1CC=O" fmax_ha_per_bohr=0.0102 orbital_gap_ev=10.8 lumo_ev=1.1 de_lowest_kj_mol=70.94 total_charge=0
C 1.91267 0.76344 -0.64789 -0.61
C 0.92751 -0.33778 -0.96900 -0.22
C 0.50568 -1.33274 0.07939 -0.42
C -0.48909 -0.34708 -0.46590 -0.23
C -1.08194 0.69635 0.44858 -0.51
C -2.26991 0.11971 1.19178 0.45
O -2.90567 -0.83230 0.80693 -0.52
H 2.92486 0.46817 -0.94613 0.22
H 1.94231 0.98555 0.42459 0.20
H 1.66604 1.69061 -1.17821 0.21
H 1.03630 -0.74294 -1.97387 0.21
H 0.39464 -2.38222 -0.17513 0.22
H 0.86966 -1.15530 1.09093 0.20
H -1.22628 -0.76080 -1.14830 0.23
H -1.44487 1.57284 -0.11259 0.24
H -0.36113 1.08604 1.17869 0.22
H -2.54876 0.62677 2.13816 0.10


5.
17
Properties=species:S:1:pos:R:3:nbo_charge:R:1 method="wB97M-V/def2-TZVPD" e_homo_ev=-9.57 spin_multiplicity=1 smiles="C=CC=O.C=CC" fmax_ha_per_bohr=0.0100 orbital_gap_ev=9.6 lumo_ev=0.0 de_lowest_kj_mol=143.92 total_charge=0
O 0.88292 -1.47780 1.53164 -0.53
C 1.96964 -1.03598 1.22243 0.40
C 2.19193 0.32748 0.67859 -0.35
C 1.18684 1.20144 0.60012 -0.27
C -1.81143 0.33538 -0.93157 -0.17
C -0.81503 -0.66557 -1.45103 -0.66
C -2.32826 0.32026 0.29561 -0.42
H 2.87570 -1.66594 1.34081 0.11
H 3.20047 0.57547 0.35213 0.21
H 0.09700 -0.18169 -1.82690 0.21
H 1.30779 2.20251 0.19562 0.20
H 0.18509 0.92723 0.91905 0.22
H -2.11842 1.11845 -1.62821 0.19
H -1.23128 -1.23419 -2.29097 0.22
H -0.51866 -1.37400 -0.67104 0.23
H -3.04010 1.06620 0.64601 0.20
H -2.03423 -0.43926 1.01770 0.20


6.
17
Properties=species:S:1:pos:R:3:nbo_charge:R:1 method="wB97M-V/def2-TZVPD" e_homo_ev=-8.85 spin_multiplicity=1 smiles="C=CO.C#C.C=C" fmax_ha_per_bohr=0.0137 orbital_gap_ev=9.8 lumo_ev=0.9 de_lowest_kj_mol=396.36 total_charge=0
O 1.83530 -1.20059 1.36915 -0.68
C 1.60275 -1.00277 0.04476 0.17
C 0.68719 -1.59818 -0.71198 -0.54
C -1.76418 -0.49733 0.52328 -0.36
C -2.12874 0.75968 0.31873 -0.41
C 0.30943 2.22732 -0.54749 -0.22
C 1.47115 1.98741 -0.73002 -0.24
H 1.05336 -1.61154 1.75959 0.47
H 2.28106 -0.26127 -0.35379 0.17
H 0.07682 -2.41963 -0.34759 0.19
H 0.50517 -1.23764 -1.71837 0.22
H -1.24072 -0.79296 1.42959 0.18
H -1.95644 -1.27468 -0.20836 0.20
H -2.59490 1.07420 -0.61254 0.20
H -1.94129 1.52915 1.06309 0.19
H -0.70788 2.48251 -0.38121 0.23
H 2.51188 1.83632 -0.89685 0.23


7.
17
Properties=species:S:1:pos:R:3:nbo_charge:R:1 method="wB97M-V/def2-TZVPD" e_homo_ev=-10.06 spin_multiplicity=1 smiles=C#C[C@](C)(O)CC fmax_ha_per_bohr=0.0256 orbital_gap_ev=11.0 lumo_ev=1.0 de_lowest_kj_mol=165.19 total_charge=0
C 2.16666 0.10595 0.25729 -0.61
C 0.93062 -0.37299 -0.50306 -0.39
C -0.41906 -0.17060 0.19840 0.17
C -1.56607 -0.84854 -0.61753 -0.64
O -0.39273 -0.80195 1.47050 -0.69
C -0.76163 1.26153 0.34780 -0.04
C -1.13042 2.40717 0.39479 -0.22
H 3.06859 -0.12559 -0.32224 0.21
H 2.25277 -0.39315 1.22719 0.22
H 2.14879 1.18731 0.42815 0.21
H 1.01645 -1.45231 -0.67894 0.20
H 0.86587 0.12565 -1.47681 0.21
H -2.56286 -0.66280 -0.18298 0.22
H -1.55740 -0.43804 -1.62415 0.23
H -1.44774 -1.94516 -0.69311 0.21
H -1.13883 -1.38255 1.31531 0.47
H -1.46779 3.42024 0.42083 0.24